This record from OMol25 describes a molecular structure, C31H78InN6O4P2S at a distorted geometry. The level of theory is ωB97M-V/def2-TZVPD.

Structure (XYZ):
```
123
Properties=species:S:1:pos:R:3:forces:R:3
C 3.1873 -0.6362 2.2731 0.385 -0.559 -1.052
C 2.0628 -1.2650 1.3575 -0.002 0.743 1.845
C 0.8646 -1.6600 2.2964 -0.245 -1.016 -0.835
C -0.2324 -2.4772 1.4915 0.060 1.416 0.302
C -1.0095 -1.4035 0.5975 -0.601 -2.241 -0.262
C -0.7592 -1.6818 -0.9287 1.330 -0.025 -0.269
C -0.5473 -0.3926 -1.8039 -0.836 -0.185 0.379
C -1.3351 0.8744 -1.2897 0.886 0.413 -0.971
C -0.2991 1.9450 -0.7834 -0.535 0.329 -0.575
C -0.9349 3.3847 -0.6585 -0.090 -0.134 0.268
C -0.5167 4.1561 0.6438 0.476 -0.171 -0.324
C -0.7584 3.3650 1.9801 -0.969 0.271 -0.590
C -2.2058 2.7577 2.1017 0.990 -1.355 0.934
C -2.0935 1.6087 3.2068 -0.289 1.053 -0.458
C -3.5014 1.1058 3.7072 0.966 0.085 0.174
C -3.7842 -0.3800 3.2787 -1.012 -0.123 0.312
C -5.0341 -0.5578 2.3156 1.544 0.387 -0.316
C -4.8427 0.4272 1.1007 -0.228 -0.174 0.030
In -6.0678 -0.1595 -0.7228 -0.526 1.137 0.957
S -4.6975 -1.8488 -2.0625 -0.128 -2.700 1.463
C -4.0849 -1.1763 -3.6618 0.581 -0.707 -0.905
O -5.5508 -3.0601 -2.3893 1.186 1.963 -0.340
O -3.5528 -2.2533 -1.1456 -1.413 1.065 -1.867
H 2.7859 0.0809 3.0208 0.217 -0.427 -0.539
H 3.9140 -0.1278 1.5914 -0.394 -0.138 0.765
H 3.7558 -1.4493 2.7935 -0.548 0.691 -0.233
H 2.4861 -2.1355 0.8135 -0.458 0.576 0.155
H 1.7178 -0.4510 0.6695 0.221 -0.949 0.228
H 0.4459 -0.6986 2.6882 0.104 -0.849 -0.163
H 1.1694 -2.2801 3.1729 0.284 0.522 -0.558
H -0.9314 -3.0135 2.1841 0.489 0.598 -0.401
H 0.2432 -3.2714 0.8665 -0.228 0.666 0.436
H -2.0952 -1.6158 0.7812 0.775 0.788 -0.214
H -0.7304 -0.3832 0.9352 -0.262 -0.585 -0.396
H -1.5265 -2.3536 -1.3863 0.506 0.868 0.760
H 0.2010 -2.2666 -0.9928 -0.668 0.502 0.002
H -0.8930 -0.6047 -2.8448 0.442 0.056 0.668
H 0.5390 -0.1309 -1.8411 -0.784 -0.231 -0.037
H -1.8291 1.3318 -2.1892 0.232 -0.244 0.813
H -2.1481 0.6445 -0.5671 0.678 0.066 -0.360
H 0.2327 1.6113 0.1397 -0.541 0.219 -0.502
H 0.4912 2.0156 -1.5775 -0.547 -0.140 0.706
H -2.0553 3.3392 -0.6956 0.885 -0.208 0.099
H -0.6446 3.9527 -1.5800 -0.128 -0.200 0.930
H 0.5806 4.3678 0.5703 -0.751 -0.003 0.055
H -1.0391 5.1460 0.6389 0.340 -0.737 0.207
H -0.0364 2.5131 2.0756 -0.471 0.773 -0.143
H -0.6052 4.0439 2.8570 0.066 -0.507 -0.653
H -2.9713 3.4867 2.4482 0.530 -0.280 -0.471
H -2.5318 2.2432 1.1690 0.133 0.742 0.547
H -1.5042 0.7749 2.7529 -0.427 0.552 0.450
H -1.4674 2.0644 4.0211 -0.605 -0.602 -0.399
H -3.5142 1.1958 4.8237 -0.069 -0.211 -0.817
H -4.2559 1.8413 3.3385 0.337 -0.826 0.159
H -2.9244 -0.8326 2.7209 -0.526 0.568 0.624
H -3.9349 -0.9678 4.2253 0.173 0.224 -0.854
H -5.9966 -0.4233 2.8585 0.564 -0.059 -0.481
H -4.9525 -1.5987 1.9140 -0.404 0.660 0.459
H -3.7482 0.4703 0.8466 -0.934 -0.207 0.148
H -5.1227 1.4807 1.3746 0.128 -0.887 -0.237
H -7.6662 -0.8584 -0.2504 0.626 0.008 -0.243
H -6.2923 1.3306 -1.6992 0.125 -0.363 -0.088
H -3.3780 -1.9049 -4.1428 -0.562 0.391 0.670
H -3.5426 -0.2108 -3.5703 -0.595 -0.530 0.269
H -4.9597 -1.1090 -4.3518 0.532 0.178 0.756
O 1.7521 5.8301 -2.2451 -2.548 2.991 1.669
P 2.6132 7.0978 -2.1908 5.892 -4.812 -3.150
N 2.9077 7.1543 -3.8783 -0.479 0.690 -1.359
C 4.1479 6.9043 -4.5763 0.428 0.242 0.436
C 1.7622 7.3623 -4.7552 -0.438 -0.006 0.469
N 3.9131 6.3239 -1.3581 0.053 -0.250 0.669
C 5.3079 6.3042 -1.7633 0.235 0.657 0.298
C 3.6068 5.0715 -0.6673 -0.308 -0.042 0.007
N 3.5195 8.6082 -1.9642 -2.956 1.045 1.482
C 3.3451 9.1003 -0.5711 0.324 -0.079 0.443
C 3.2097 9.7546 -2.8308 0.054 0.079 -0.596
H 4.9714 7.4980 -4.1680 0.072 -0.158 0.106
H 4.0932 7.2025 -5.6258 -0.311 -0.007 0.073
H 4.4199 5.8441 -4.5523 0.160 -0.002 -0.011
H 1.4659 8.4210 -4.7657 -0.096 0.028 -0.167
H 0.8960 6.7810 -4.4283 0.038 -0.007 0.059
H 1.9618 7.0680 -5.7858 0.201 -0.044 0.113
H 5.4955 5.5632 -2.5458 0.031 -0.053 -0.044
H 5.9464 6.0513 -0.9103 -0.133 -0.099 0.032
H 5.6585 7.2796 -2.0973 -0.188 -0.018 -0.161
H 3.5429 4.2317 -1.3675 -0.086 -0.085 0.062
H 2.6681 5.1461 -0.1215 -0.008 -0.086 -0.198
H 4.3742 4.8391 0.0764 0.163 0.193 -0.143
H 2.3049 9.3846 -0.3798 0.095 0.211 0.020
H 3.9845 9.9646 -0.3797 -0.029 -0.004 -0.188
H 3.6201 8.3380 0.1572 -0.014 -0.134 -0.218
H 2.1445 10.0022 -2.8201 0.043 0.172 -0.026
H 3.5206 9.5829 -3.8606 -0.147 -0.309 0.048
H 3.7710 10.6349 -2.5071 -0.070 -0.143 0.280
O 1.1788 -5.8754 0.3527 -2.960 1.791 2.134
P 0.3104 -6.9675 0.9904 4.524 -4.955 -3.773
N 1.6149 -7.7273 1.8042 0.897 -0.213 1.305
C 2.1896 -9.0275 1.5491 -0.555 -0.288 -0.153
C 2.3306 -6.9457 2.8045 -0.318 0.540 -0.122
N -0.0743 -7.7683 -0.4902 -0.280 0.286 -0.380
C 0.1037 -9.1800 -0.7795 -0.624 -0.277 0.339
C 0.1162 -7.0079 -1.7245 0.043 0.386 0.088
N -0.8337 -8.0577 1.7978 -1.397 2.951 0.757
C -2.2302 -7.6086 1.5405 -0.379 -0.142 -0.402
C -0.7357 -8.2321 3.2541 0.466 -0.220 0.331
H 1.4276 -9.8125 1.5303 -0.019 -0.013 -0.212
H 2.8751 -9.3342 2.3427 -0.018 0.298 0.059
H 2.7505 -9.0454 0.6085 0.000 -0.164 -0.065
H 1.7626 -6.9009 3.7445 0.131 0.045 0.137
H 2.4937 -5.9178 2.4689 -0.064 -0.022 -0.040
H 3.3141 -7.3565 3.0354 -0.083 -0.159 -0.156
H 1.1414 -9.4177 -1.0328 0.076 -0.034 -0.022
H -0.5189 -9.4732 -1.6315 0.041 0.166 -0.039
H -0.2237 -9.8178 0.0402 0.161 0.133 0.149
H 1.1729 -6.9657 -2.0109 0.019 0.093 -0.057
H -0.2608 -5.9920 -1.6197 0.197 -0.032 0.043
H -0.4443 -7.4572 -2.5490 -0.024 -0.222 0.186
H -2.4230 -6.6345 2.0010 -0.144 -0.123 0.105
H -2.9501 -8.3295 1.9331 0.165 -0.029 0.098
H -2.4283 -7.5156 0.4734 0.239 0.000 0.012
H -0.7576 -7.2763 3.7849 -0.089 -0.079 0.131
H 0.1657 -8.7730 3.5405 0.147 0.205 -0.222
H -1.5636 -8.8462 3.6169 -0.146 0.177 -0.247
```
Positions in Å, forces in eV/Å.

* total charge: -1
* E_tot: -3128.2353 a.u.
* strongest force on any atom: 0.1601 hartree/bohr

This record from OMol25 describes 14 unconnected molecules or ions with the total composition C31H80BN8O21 at a distorted geometry. The level of theory is ωB97M-V/def2-TZVPD.

Structure (XYZ):
```
141
Properties=species:S:1:pos:R:3:forces:R:3
O -18.6046 -5.9880 16.6298 1.449 0.253 -4.645
C -18.1484 -5.9418 15.4596 -1.675 0.223 1.954
O -18.8071 -5.6895 14.2861 0.002 -0.299 2.329
B -17.9259 -5.7873 13.1343 1.044 -0.607 0.331
O -16.5622 -6.0366 13.6922 -0.910 0.127 1.773
C -16.6792 -6.1752 15.0458 2.669 -1.295 -0.032
O -15.7562 -6.5398 15.7758 -2.261 1.108 -1.454
O -17.9779 -4.5976 12.2896 0.357 -0.241 1.096
C -18.3980 -4.9187 11.0995 -0.561 1.259 -1.225
O -18.6486 -4.0970 10.2469 0.199 -1.137 0.151
C -18.6031 -6.4490 11.0715 -1.939 -1.509 -2.616
O -18.3100 -6.9414 12.2431 0.247 0.696 0.456
O -19.1037 -7.0802 10.1312 1.360 1.385 1.889
C -12.7726 -9.0646 10.3322 -0.686 -0.146 0.522
O -11.7770 -9.5992 9.4558 -0.290 0.430 0.489
H -13.7842 -9.1690 9.9399 0.003 0.043 -0.465
H -12.8428 -9.5508 11.3052 0.468 -0.369 0.052
H -12.6375 -8.0148 10.5923 0.485 0.045 -0.553
H -11.6280 -10.5120 9.7133 -0.007 0.018 -0.053
C -23.1963 -9.4019 12.5764 -0.144 0.602 -0.150
O -22.1920 -10.0410 13.3060 0.614 -0.649 0.210
H -23.4279 -9.8658 11.6176 -0.005 -0.371 -0.055
H -24.0852 -9.4097 13.2071 -0.087 0.258 -0.191
H -22.8530 -8.3932 12.3465 -0.513 0.318 0.079
H -21.3526 -9.7206 12.9678 0.164 -0.130 0.103
C -25.0878 -6.4364 17.6032 -0.338 0.940 0.249
O -24.7898 -5.2843 17.6737 1.085 2.617 0.443
N -24.2867 -7.4556 17.8507 1.528 -1.889 0.282
N -26.3291 -6.8149 17.3285 -2.467 -1.551 -0.808
H -24.6651 -8.3771 17.6840 0.800 0.060 0.453
H -23.3771 -7.2820 18.2540 -0.197 -0.279 -0.375
H -26.3971 -7.7680 17.0011 -0.867 0.359 -0.027
H -27.0639 -6.1440 17.1556 0.472 -0.214 -0.210
C -19.6323 2.0628 5.1627 1.286 -3.814 -3.430
O -19.3416 1.0808 4.4676 -0.097 0.218 0.135
N -19.9644 3.2033 4.6812 -1.524 5.102 -3.278
N -19.6049 2.0789 6.4318 0.204 -0.772 5.572
H -20.2665 3.9797 5.2522 0.144 -0.251 -0.251
H -19.8862 3.3784 3.6896 -0.118 -0.225 0.288
H -19.3260 1.2181 6.8804 -0.165 0.459 0.393
H -19.8030 2.9542 6.8953 0.266 -0.763 0.551
C -22.8233 -0.1504 21.6576 0.760 1.884 1.542
O -22.3539 0.6484 22.4460 0.287 0.169 0.843
N -22.1936 -1.1498 21.1231 3.105 -3.767 -1.750
N -24.0506 -0.0887 21.2084 -4.119 0.803 -1.018
H -21.3026 -1.4902 21.4552 -0.143 0.582 -0.041
H -22.5989 -1.7023 20.3810 0.056 0.071 0.355
H -24.7351 0.4190 21.7504 0.237 0.051 -0.410
H -24.3633 -0.6996 20.4674 -0.183 0.175 0.453
C -21.1319 -4.8983 2.2538 -1.764 -3.953 0.739
O -21.7103 -5.8939 1.8702 -0.699 -1.090 -1.139
N -20.6455 -3.9737 1.5302 1.596 3.702 -4.212
N -20.8849 -4.6984 3.5048 0.903 1.070 5.218
H -20.2888 -3.1408 1.9764 0.027 -0.069 -0.890
H -20.7618 -4.1066 0.5357 0.167 0.659 0.193
H -21.0338 -5.3862 4.2292 -0.158 0.192 -0.434
H -20.4127 -3.8390 3.7466 -0.058 -0.486 0.557
C -18.4361 2.6877 15.7305 0.440 -0.137 0.459
C -18.8659 3.0529 14.3219 -0.034 -0.595 0.946
C -19.7539 1.9739 13.7544 0.320 -0.658 -0.718
O -19.5367 4.2986 14.3870 -0.262 0.297 0.052
H -17.9081 1.7386 15.8222 0.130 -0.115 -0.621
H -19.2853 2.5356 16.3968 -0.192 0.510 -0.038
H -17.7396 3.4240 16.1315 -0.280 0.218 0.149
H -17.9832 3.1939 13.6980 0.190 -0.281 -0.161
H -20.6944 1.7831 14.2711 -0.035 0.568 0.115
H -19.2470 1.0092 13.7760 0.253 -0.005 -0.028
H -19.9182 2.1799 12.6967 -0.409 -0.020 -0.105
H -20.0020 4.3916 13.5525 -0.120 0.209 -0.049
C -14.2737 -12.4703 19.1574 -0.673 1.099 0.144
C -15.7195 -12.9210 19.4182 -0.063 -0.024 0.095
C -16.8910 -12.0764 18.8740 0.931 0.611 0.835
O -15.8193 -14.2208 18.8653 -0.415 -0.886 -0.722
H -14.1243 -12.1467 18.1273 -0.023 -0.577 -0.251
H -13.5874 -13.2636 19.4535 -0.020 0.099 -0.176
H -14.0341 -11.5575 19.7030 -0.003 -0.032 0.418
H -15.8910 -12.9986 20.4918 0.172 0.080 0.259
H -16.7457 -11.7616 17.8406 -0.373 -0.521 -0.136
H -16.9619 -11.1444 19.4348 0.365 0.249 0.112
H -17.8364 -12.5486 19.1410 0.061 -0.366 -0.719
H -15.8010 -14.9178 19.5252 0.040 0.274 0.134
C -16.2664 -7.2609 23.9685 0.541 -0.295 0.681
C -17.6491 -6.8605 24.4562 0.118 0.648 -0.938
C -17.7881 -5.3310 24.5711 -0.056 -1.148 0.550
O -18.6054 -7.3417 23.5446 -1.069 -0.660 -0.215
H -16.3052 -8.2378 23.4868 -0.126 0.147 -0.291
H -15.5771 -7.4222 24.7973 0.096 0.282 0.184
H -15.8214 -6.4995 23.3279 -0.075 -0.146 -0.235
H -17.8731 -7.3693 25.3938 -0.088 0.161 0.083
H -18.8309 -5.0567 24.7306 0.050 -0.055 0.220
H -17.4742 -4.8655 23.6368 0.329 0.127 0.194
H -17.1834 -5.0850 25.4440 0.081 0.789 -0.212
H -18.3996 -7.0743 22.6458 0.198 0.150 -0.037
C -20.3760 -13.6425 4.2423 0.881 -0.939 1.399
C -20.5960 -12.3959 5.1259 -1.356 -0.579 -1.136
C -22.0584 -12.1404 5.3581 -1.029 -0.012 -0.124
O -20.1158 -12.5796 6.4272 1.638 -0.030 0.376
H -21.1639 -13.8950 3.5326 0.236 0.446 -0.105
H -20.2684 -14.5067 4.8977 -1.114 -0.164 0.745
H -19.3664 -13.8459 3.8854 0.126 1.239 -1.011
H -20.2201 -11.4856 4.6590 0.625 -0.066 -0.107
H -22.1752 -11.2300 5.9461 -0.068 0.373 -0.365
H -22.4766 -12.8886 6.0314 0.037 -0.433 -0.313
H -22.6296 -12.1039 4.4305 -0.183 0.229 0.074
H -20.0928 -11.6824 6.7678 0.217 -0.052 0.586
C -14.5774 -5.0422 4.7760 -0.343 1.565 -0.607
C -14.3631 -6.2986 5.5020 -0.542 -1.746 0.102
C -15.1901 -7.4248 4.9153 -0.864 -0.278 -0.575
O -13.0116 -6.7341 5.4767 0.238 0.462 0.509
H -14.5232 -5.1253 3.6905 0.441 -0.145 -0.041
H -13.9232 -4.2516 5.1434 0.220 -0.058 -0.184
H -15.5868 -4.6723 4.9562 -0.147 -0.122 0.173
H -14.7012 -6.1519 6.5278 0.178 0.093 0.312
H -14.8399 -7.7157 3.9249 0.145 0.406 -0.201
H -16.2237 -7.0926 4.8185 -0.181 -0.132 -0.029
H -15.2010 -8.3772 5.4452 0.160 0.234 0.589
H -13.0008 -7.3158 6.2404 0.700 -0.290 -0.028
C -17.0387 -14.0835 11.4655 -0.598 -0.356 0.445
C -17.9200 -15.3595 11.7814 0.089 1.671 -1.147
C -18.9509 -15.0874 12.8339 0.390 0.458 1.663
O -18.6640 -15.7443 10.6459 0.035 -0.163 -1.317
H -16.6193 -14.1320 10.4606 0.498 -0.423 0.198
H -16.3035 -13.9337 12.2561 0.429 -0.349 -0.276
H -17.5400 -13.1157 11.4660 -0.858 -0.184 0.105
H -17.2195 -16.1828 11.9215 -0.160 -0.034 0.787
H -18.4513 -14.5699 13.6528 -0.020 -0.376 0.605
H -19.4895 -15.9685 13.1828 0.313 -0.127 0.043
H -19.7263 -14.3666 12.5742 0.174 -0.012 -0.823
H -18.7316 -14.9540 10.1051 -0.301 -0.096 -0.291
C -10.0007 -3.2193 17.9674 1.893 0.630 -0.718
C -10.8522 -2.4739 18.9572 0.063 0.175 -1.293
C -11.8054 -1.4790 18.2902 -0.615 -0.223 0.032
O -11.5474 -3.5140 19.6002 -0.549 0.325 1.220
H -10.5318 -3.9166 17.3195 -0.315 0.241 -0.114
H -9.2097 -3.7926 18.4510 -0.277 -0.242 0.460
H -9.3994 -2.5368 17.3668 -0.279 0.161 -0.496
H -10.1877 -1.8907 19.5946 -0.142 -0.457 0.714
H -12.4687 -0.9699 18.9895 0.187 -0.124 0.397
H -12.4863 -2.0428 17.6525 0.060 0.043 -0.352
H -11.3265 -0.6860 17.7158 0.287 -0.232 -0.101
H -11.7359 -4.1207 18.8806 -0.329 -0.305 0.250
```
Positions in Å, forces in eV/Å.

* total charge: -1
* E_tot: -3272.3422 a.u.
* strongest force on any atom: 0.1216 hartree/bohr